The following is a DFT calculation (the ωB97M-V functional and the def2-TZVPD basis) of one molecule with the formula C24H29N5O3.

- structure (SMILES) = CCOC(=O)N1CCN(C(=O)c2cnn3c(C)c(Cc4ccc(C)cc4)c(C)nc23)CC1
- ΔE to the lowest compared entry with this formula, charge and spin (kcal per mole) = 26.9
- orbital gap (eV) = 8.86
- E (eV) = -38953.0624
- largest force on an atom (eV/A) = 1.16

Element x y z (Å)
C  2.611  -7.494  0.284
C  2.734  -5.980  0.191
O  1.501  -5.372  -0.187
C  1.219  -5.397  -1.513
O  1.967  -5.835  -2.355
N  -0.015  -4.906  -1.780
C  -0.820  -4.209  -0.806
C  -0.587  -2.698  -0.933
N  -0.507  -2.337  -2.333
C  0.205  -1.286  -2.816
O  0.375  -1.117  -4.012
C  0.755  -0.340  -1.829
C  2.010  0.273  -1.934
N  2.230  1.159  -0.976
N  1.121  1.174  -0.244
C  0.873  1.961  0.827
C  1.947  2.901  1.250
C  -0.354  1.838  1.441
C  -0.678  2.719  2.616
C  -0.872  4.158  2.200
C  -1.566  4.476  1.038
C  -1.748  5.793  0.664
C  -1.245  6.832  1.438
C  -1.446  8.255  1.016
C  -0.555  6.513  2.600
C  -0.370  5.194  2.974
C  -1.287  0.906  0.909
C  -2.647  0.719  1.506
N  -1.017  0.155  -0.130
C  0.171  0.270  -0.715
C  -1.083  -3.282  -3.263
C  -0.371  -4.637  -3.164
H  3.550  -7.915  0.632
H  2.382  -7.904  -0.696
H  1.818  -7.768  0.977
H  3.503  -5.711  -0.541
H  2.974  -5.543  1.162
H  -0.550  -4.547  0.194
H  -1.868  -4.459  -0.990
H  -1.392  -2.142  -0.437
H  0.357  -2.436  -0.446
H  2.762  0.080  -2.673
H  2.789  2.806  0.570
H  1.578  3.926  1.238
H  2.274  2.675  2.264
H  0.132  2.665  3.347
H  -1.587  2.368  3.107
H  -1.961  3.686  0.415
H  -2.287  6.020  -0.244
H  -2.508  8.478  0.927
H  -0.988  8.429  0.042
H  -1.005  8.942  1.734
H  -0.154  7.303  3.218
H  0.174  4.969  3.882
H  -3.202  0.012  0.897
H  -3.189  1.661  1.542
H  -2.570  0.326  2.520
H  -2.152  -3.387  -3.049
H  -0.961  -2.866  -4.265
H  0.552  -4.640  -3.748
H  -1.022  -5.433  -3.544